No. 1
Density functional theory data (ωB97M-V/def2-TZVPD) for C23H25N3O3S in the gas phase.

The relative energy (zero: lowest compared OMol25 entry of this formula, charge and spin) is 26.24 kcal per mole. The calculation puts the maximum force at 0.898 eV Å⁻¹. As for the HOMO-LUMO gap: 8.077 eV. The total charge is 0. Its SMILES is Cc1ccc(/C=C2/Sc3ccc(C(=O)NCCN4CCOCC4)cc3NC2=O)cc1.

Element x y z (Å)
C: -1.955 1.663 -9.090
C: -1.919 1.978 -7.627
C: -0.977 1.376 -6.798
C: -0.951 1.635 -5.444
C: -1.872 2.514 -4.873
C: -1.860 2.841 -3.457
C: -1.634 2.004 -2.430
S: -1.648 2.692 -0.793
C: -0.480 1.659 0.024
C: 0.137 2.123 1.180
C: 1.047 1.332 1.848
C: 1.342 0.053 1.381
C: 2.337 -0.757 2.143
O: 3.276 -0.246 2.723
N: 2.127 -2.097 2.114
C: 2.862 -2.986 2.982
C: 1.986 -3.474 4.145
N: 1.237 -2.380 4.732
C: 2.062 -1.462 5.503
C: 1.197 -0.287 5.958
O: 0.101 -0.716 6.734
C: -0.684 -1.627 6.007
C: 0.135 -2.839 5.560
C: 0.727 -0.411 0.226
C: -0.182 0.384 -0.464
N: -0.809 -0.121 -1.593
C: -1.539 0.534 -2.548
O: -2.082 -0.101 -3.427
C: -2.793 3.144 -5.709
C: -2.823 2.868 -7.061
H: -2.504 2.423 -9.640
H: -0.948 1.590 -9.495
H: -2.449 0.703 -9.250
H: -0.254 0.696 -7.224
H: -0.198 1.173 -4.823
H: -2.055 3.879 -3.216
H: -0.108 3.111 1.539
H: 1.546 1.689 2.735
H: 1.229 -2.431 1.801
H: 3.725 -2.425 3.343
H: 3.217 -3.850 2.411
H: 2.624 -3.995 4.880
H: 1.258 -4.195 3.760
H: 2.867 -1.078 4.878
H: 2.496 -1.963 6.387
H: 1.773 0.393 6.587
H: 0.836 0.252 5.069
H: -1.496 -1.933 6.669
H: -1.102 -1.132 5.116
H: -0.500 -3.509 4.976
H: 0.495 -3.381 6.453
H: 0.965 -1.387 -0.172
H: -0.719 -1.117 -1.756
H: -3.505 3.838 -5.285
H: -3.557 3.354 -7.689

Results of the Löwdin charge analysis, in e, for atoms 1 through 2: atom 1 (C): -0.05, atom 2 (C): -0.28

No. 2
Density functional theory data (ωB97M-V/def2-TZVPD) for C23H25N3O5S in the gas phase.

The relative energy (zero: lowest compared OMol25 entry of this formula, charge and spin) is 47.94 kcal per mole. The calculation puts the maximum force at 1.312 eV Å⁻¹. As for the HOMO-LUMO gap: 8.131 eV. The total charge is 0. Its SMILES is CCNC(=O)[C@@H]1CC(=O)N(Cc2ccc3c(c2)OCO3)/C(=N/c2ccc(OCC)cc2)S1.

Element x y z (Å)
C: 4.299 -1.329 0.265
C: 4.843 -0.411 -0.824
N: 3.783 0.083 -1.676
C: 3.248 1.308 -1.523
O: 3.676 2.156 -0.771
C: 2.028 1.563 -2.417
C: 1.372 2.889 -2.107
C: 0.908 3.014 -0.672
O: 0.731 4.102 -0.177
N: 0.678 1.867 0.064
C: 0.365 2.064 1.487
C: -1.120 1.992 1.720
C: -1.702 0.848 2.242
C: -3.078 0.747 2.437
C: -3.840 1.834 2.086
C: -3.261 2.989 1.555
C: -1.908 3.093 1.362
O: -4.243 3.910 1.297
C: -5.455 3.306 1.691
O: -5.197 2.004 2.173
C: 0.643 0.561 -0.360
N: 0.514 -0.364 0.484
C: 0.375 -1.708 0.217
C: -0.430 -2.205 -0.804
C: -0.556 -3.567 -1.008
C: 0.128 -4.463 -0.193
O: 0.095 -5.816 -0.314
C: -0.676 -6.396 -1.348
C: -0.504 -7.904 -1.261
C: 0.912 -3.965 0.852
C: 1.023 -2.612 1.064
S: 0.793 0.253 -2.134
H: 3.783 -2.182 -0.171
H: 5.113 -1.692 0.886
H: 3.596 -0.784 0.891
H: 5.320 0.465 -0.379
H: 5.571 -0.940 -1.445
H: 3.283 -0.598 -2.230
H: 2.313 1.491 -3.469
H: 2.068 3.713 -2.276
H: 0.504 3.041 -2.756
H: 0.747 3.052 1.751
H: 0.885 1.290 2.050
H: -1.075 0.010 2.502
H: -3.528 -0.142 2.845
H: -1.463 3.986 0.956
H: -6.138 3.251 0.828
H: -5.925 3.907 2.487
H: -0.991 -1.521 -1.424
H: -1.195 -3.915 -1.805
H: -0.331 -6.031 -2.326
H: -1.734 -6.127 -1.226
H: 0.543 -8.166 -1.385
H: -0.836 -8.259 -0.289
H: -1.088 -8.389 -2.038
H: 1.422 -4.671 1.488
H: 1.629 -2.233 1.872

Results of the Löwdin charge analysis, in e, for atoms 1 through 2: atom 1 (C): -0.08, atom 2 (C): -0.22

No. 3
Density functional theory data (ωB97M-V/def2-TZVPD) for C23H25NO5 in the gas phase.

The relative energy (zero: lowest compared OMol25 entry of this formula, charge and spin) is 25.82 kcal per mole. The calculation puts the maximum force at 0.837 eV Å⁻¹. As for the HOMO-LUMO gap: 8.441 eV. The total charge is 0. Its SMILES is COc1cccc(/C=C(/C(=O)OCC(=O)NC[C@H]2CCCO2)c2ccccc2)c1.

Element x y z (Å)
C: -0.090 -7.419 1.667
O: -0.712 -6.157 1.655
C: -0.054 -5.112 1.082
C: 1.203 -5.186 0.491
C: 1.773 -4.043 -0.049
C: 1.109 -2.835 -0.030
C: -0.161 -2.747 0.547
C: -0.911 -1.505 0.610
C: -0.867 -0.473 -0.252
C: -1.706 0.705 0.054
O: -2.188 0.942 1.143
O: -1.892 1.480 -1.019
C: -2.679 2.658 -0.871
C: -1.802 3.830 -0.401
O: -1.560 4.787 -1.104
N: -1.358 3.678 0.860
C: -0.275 4.480 1.377
C: 1.075 3.938 0.866
C: 2.278 4.624 1.544
C: 3.104 3.454 2.086
C: 2.044 2.364 2.234
O: 1.183 2.544 1.131
C: -0.087 -0.414 -1.501
C: 0.831 0.614 -1.694
C: 1.553 0.685 -2.872
C: 1.358 -0.259 -3.867
C: 0.442 -1.280 -3.680
C: -0.279 -1.360 -2.502
C: -0.719 -3.888 1.115
H: 0.854 -7.397 2.222
H: 0.093 -7.788 0.653
H: -0.788 -8.086 2.171
H: 1.748 -6.116 0.452
H: 2.756 -4.106 -0.491
H: 1.576 -1.954 -0.439
H: -1.596 -1.413 1.445
H: -3.080 2.879 -1.860
H: -3.487 2.480 -0.151
H: -1.541 2.800 1.332
H: -0.404 5.506 1.027
H: -0.313 4.448 2.468
H: 1.090 4.050 -0.224
H: 2.839 5.236 0.842
H: 1.932 5.261 2.358
H: 3.600 3.684 3.026
H: 3.851 3.143 1.356
H: 2.439 1.349 2.180
H: 1.491 2.484 3.177
H: 0.985 1.340 -0.909
H: 2.267 1.482 -3.016
H: 1.919 -0.198 -4.788
H: 0.285 -2.015 -4.455
H: -0.996 -2.154 -2.353
H: -1.692 -3.851 1.580

Results of the Löwdin charge analysis, in e, for atoms 1 through 2: atom 1 (C): -0.09, atom 2 (O): -0.08

No. 4
Density functional theory data (ωB97M-V/def2-TZVPD) for C23H26AlN3O6S as an isolated structure.

The relative energy (zero: lowest compared OMol25 entry of this formula, charge and spin) is 5.40 kcal per mole. The calculation puts the maximum force at 0.875 eV Å⁻¹. As for the HOMO-LUMO gap: 8.376 eV. The total charge is 0.

Element x y z (Å)
Al: -1.615 0.446 0.695
O: -3.539 1.382 0.769
C: -4.343 1.849 -0.289
C: -3.422 2.666 -1.187
N: -2.301 1.855 -1.604
C: -2.633 0.801 -2.529
C: -2.696 -0.572 -1.805
O: -3.129 -1.541 -2.384
O: -2.234 -0.565 -0.601
C: -1.095 2.614 -1.804
C: -0.345 2.746 -0.453
O: 0.630 3.461 -0.362
O: -0.837 2.032 0.496
H: -4.049 0.850 1.390
H: -5.153 2.479 0.097
H: -4.778 1.009 -0.843
H: -3.037 3.491 -0.584
H: -3.986 3.067 -2.044
H: -1.879 0.706 -3.316
H: -3.602 0.971 -3.015
H: -1.273 3.621 -2.206
H: -0.417 2.098 -2.488
S: -2.475 -0.126 2.708
C: -1.498 -1.262 3.638
C: -1.919 -2.583 3.732
C: -1.253 -3.463 4.565
C: -0.174 -3.030 5.318
C: 0.241 -1.712 5.225
C: -0.418 -0.827 4.392
H: -2.777 -2.901 3.163
H: -1.585 -4.489 4.641
H: 0.332 -3.715 5.985
H: 1.073 -1.370 5.825
H: -0.122 0.210 4.339
C: 3.838 0.826 -1.833
N: 3.115 0.555 -0.618
N: 1.976 -0.222 -0.620
C: 1.203 0.118 0.461
O: 0.072 -0.391 0.697
C: 1.914 1.123 1.153
C: 3.044 1.405 0.435
C: 4.099 2.423 0.655
C: 1.890 -1.341 -1.476
C: 0.722 -1.618 -2.170
C: 0.693 -2.680 -3.058
C: 1.821 -3.459 -3.263
C: 2.978 -3.198 -2.546
C: 3.014 -2.149 -1.645
H: 3.599 0.073 -2.581
H: 4.911 0.803 -1.641
H: 3.563 1.807 -2.230
H: 1.557 1.620 2.029
H: 3.874 3.011 1.538
H: 4.161 3.092 -0.202
H: 5.071 1.947 0.784
H: -0.155 -1.015 -2.007
H: -0.216 -2.888 -3.600
H: 1.800 -4.276 -3.967
H: 3.858 -3.809 -2.684
H: 3.909 -1.951 -1.072

Results of the Löwdin charge analysis, in e, for atoms 1 through 2: atom 1 (Al): -0.16, atom 2 (O): -0.12

No. 5
Density functional theory data (ωB97M-V/def2-TZVPD) for C23H26BeOS as an isolated structure.

The relative energy (zero: lowest compared OMol25 entry of this formula, charge and spin) is 0.00 kcal per mole. The calculation puts the maximum force at 0.267 eV Å⁻¹. As for the HOMO-LUMO gap: 8.120 eV. The total charge is +2.

Element x y z (Å)
Be: 0.552 -0.946 -1.654
C: -1.712 -2.561 -3.348
C: -0.387 -2.476 -2.650
C: -0.268 -2.767 -1.279
C: 0.954 -2.646 -0.594
C: 1.047 -2.881 0.880
C: 2.075 -2.188 -1.317
C: 2.004 -1.886 -2.690
C: 3.195 -1.344 -3.422
C: 0.756 -2.013 -3.331
H: -2.196 -1.583 -3.381
H: -2.377 -3.254 -2.837
H: -1.580 -2.895 -4.376
H: -1.152 -3.058 -0.725
H: 1.166 -1.930 1.407
H: 1.923 -3.488 1.108
H: 0.161 -3.389 1.256
H: 3.002 -2.014 -0.784
H: 3.252 -0.259 -3.317
H: 3.134 -1.574 -4.484
H: 4.115 -1.768 -3.023
H: 0.665 -1.712 -4.367
O: 0.198 0.421 -1.268
S: -0.645 1.585 -0.668
C: -1.842 0.778 0.406
C: -2.691 1.855 1.030
C: -3.442 2.710 0.226
C: -4.202 3.715 0.804
C: -4.223 3.863 2.184
C: -3.487 3.004 2.988
C: -2.716 2.005 2.413
C: 0.500 2.332 0.531
C: 1.350 1.347 1.273
C: 2.553 0.914 0.715
C: 3.391 0.068 1.428
C: 3.033 -0.356 2.702
C: 1.835 0.067 3.261
C: 0.998 0.918 2.550
H: -1.290 0.187 1.140
H: -2.411 0.121 -0.256
H: -3.450 2.589 -0.852
H: -4.786 4.375 0.178
H: -4.822 4.642 2.635
H: -3.518 3.107 4.064
H: -2.162 1.321 3.045
H: -0.156 2.921 1.176
H: 1.092 3.019 -0.073
H: 2.858 1.285 -0.257
H: 4.346 -0.226 1.009
H: 3.701 -0.990 3.270
H: 1.565 -0.239 4.264
H: 0.093 1.291 3.012

Results of the Löwdin charge analysis, in e, for atoms 1 through 2: atom 1 (Be): 0.20, atom 2 (C): 0.02

No. 6
Density functional theory data (ωB97M-V/def2-TZVPD) for C23H26ClINO3PtS as an isolated structure.

The relative energy (zero: lowest compared OMol25 entry of this formula, charge and spin) is 39.77 kcal per mole. The calculation puts the maximum force at 1.130 eV Å⁻¹. As for the HOMO-LUMO gap (spin up / spin down): 6.219 / 6.220 eV. The total charge is -1.

Element x y z (Å)
Pt: -0.200 0.549 -0.523
I: 2.423 2.558 -0.354
C: 1.721 0.662 -1.139
H: 2.366 -0.085 -0.670
H: 1.912 0.711 -2.207
O: -0.473 -1.845 -1.154
S: 0.637 -2.837 -1.011
C: 0.635 -3.690 -2.683
C: 0.398 -2.652 -3.727
C: 1.429 -1.816 -4.151
C: 1.183 -0.787 -5.047
C: -0.099 -0.587 -5.542
C: -1.131 -1.418 -5.128
C: -0.883 -2.444 -4.229
C: -0.108 -4.264 -0.069
C: -1.574 -4.343 -0.335
C: -2.119 -5.334 -1.150
C: -3.465 -5.315 -1.489
C: -4.278 -4.286 -1.034
C: -3.749 -3.300 -0.211
C: -2.412 -3.336 0.150
H: -0.150 -4.443 -2.685
H: 1.619 -4.156 -2.765
H: 2.431 -1.966 -3.762
H: 1.988 -0.130 -5.353
H: -0.296 0.220 -6.236
H: -2.137 -1.257 -5.495
H: -1.695 -3.080 -3.895
H: 0.119 -4.010 0.966
H: 0.445 -5.155 -0.372
H: -1.483 -6.132 -1.519
H: -3.872 -6.097 -2.119
H: -5.326 -4.259 -1.309
H: -4.380 -2.493 0.141
H: -2.006 -2.572 0.802
Cl: -0.234 -0.219 4.736
C: 1.116 -0.877 3.763
C: 0.751 -0.978 2.267
O: 0.863 -2.112 1.767
O: 0.413 0.107 1.736
H: 1.362 -1.854 4.162
H: 1.952 -0.190 3.877
C: -1.776 2.614 1.645
C: -2.654 2.051 0.572
C: -4.000 2.220 0.362
C: -4.344 1.450 -0.791
C: -3.192 0.845 -1.228
C: -2.980 -0.071 -2.392
N: -2.146 1.205 -0.395
H: -2.375 2.936 2.498
H: -1.204 3.475 1.285
H: -1.063 1.860 1.984
H: -4.673 2.818 0.961
H: -5.328 1.347 -1.228
H: -3.912 -0.574 -2.659
H: -2.236 -0.830 -2.146
H: -2.619 0.468 -3.274

Results of the Löwdin charge analysis, in e, for atoms 1 through 2: atom 1 (Pt): 0.93, atom 2 (I): 0.59

Look up the maximum force of the second one. 1.312 eV Å⁻¹

Please write out number 1 again, unchanged.
Density functional theory data (ωB97M-V/def2-TZVPD) for C23H25N3O3S in the gas phase.

The relative energy (zero: lowest compared OMol25 entry of this formula, charge and spin) is 26.24 kcal per mole. The calculation puts the maximum force at 0.898 eV Å⁻¹. As for the HOMO-LUMO gap: 8.077 eV. The total charge is 0. Its SMILES is Cc1ccc(/C=C2/Sc3ccc(C(=O)NCCN4CCOCC4)cc3NC2=O)cc1.

Element x y z (Å)
C: -1.955 1.663 -9.090
C: -1.919 1.978 -7.627
C: -0.977 1.376 -6.798
C: -0.951 1.635 -5.444
C: -1.872 2.514 -4.873
C: -1.860 2.841 -3.457
C: -1.634 2.004 -2.430
S: -1.648 2.692 -0.793
C: -0.480 1.659 0.024
C: 0.137 2.123 1.180
C: 1.047 1.332 1.848
C: 1.342 0.053 1.381
C: 2.337 -0.757 2.143
O: 3.276 -0.246 2.723
N: 2.127 -2.097 2.114
C: 2.862 -2.986 2.982
C: 1.986 -3.474 4.145
N: 1.237 -2.380 4.732
C: 2.062 -1.462 5.503
C: 1.197 -0.287 5.958
O: 0.101 -0.716 6.734
C: -0.684 -1.627 6.007
C: 0.135 -2.839 5.560
C: 0.727 -0.411 0.226
C: -0.182 0.384 -0.464
N: -0.809 -0.121 -1.593
C: -1.539 0.534 -2.548
O: -2.082 -0.101 -3.427
C: -2.793 3.144 -5.709
C: -2.823 2.868 -7.061
H: -2.504 2.423 -9.640
H: -0.948 1.590 -9.495
H: -2.449 0.703 -9.250
H: -0.254 0.696 -7.224
H: -0.198 1.173 -4.823
H: -2.055 3.879 -3.216
H: -0.108 3.111 1.539
H: 1.546 1.689 2.735
H: 1.229 -2.431 1.801
H: 3.725 -2.425 3.343
H: 3.217 -3.850 2.411
H: 2.624 -3.995 4.880
H: 1.258 -4.195 3.760
H: 2.867 -1.078 4.878
H: 2.496 -1.963 6.387
H: 1.773 0.393 6.587
H: 0.836 0.252 5.069
H: -1.496 -1.933 6.669
H: -1.102 -1.132 5.116
H: -0.500 -3.509 4.976
H: 0.495 -3.381 6.453
H: 0.965 -1.387 -0.172
H: -0.719 -1.117 -1.756
H: -3.505 3.838 -5.285
H: -3.557 3.354 -7.689

Results of the Löwdin charge analysis, in e, for atoms 1 through 2: atom 1 (C): -0.05, atom 2 (C): -0.28

relative energy (zero: lowest compared OMol25 entry of this formula, charge and spin) of number 4 (C23H26AlN3O6S)? 5.40 kcal per mole